# 1
A gas-phase ion, C2HO4S2 (charge -1) at a distorted geometry. Source: OMol25; level of theory: wB97M-V/def2-TZVPD.

HOMO-LUMO gap (alpha / beta)   7.05 / 7.05 eV
HOMO level (alpha / beta)   -3.77 / -3.77 eV
Total charge   -1
Maximum force   0.09382 hartree/bohr
SMILES string   O=C(O)C#S#S(=O)[O-]
Energy above the lowest of the compared OMol25 structures with the same formula, charge and spin   0.148 eV

```
9
Properties=species:S:1:pos:R:3:lowdin_charge:R:1
O 2.4775 -0.0268 0.5725 -0.01
C 1.4687 -0.4345 -0.0701 -0.64
O 0.8338 -1.6774 0.0905 0.06
C 1.1202 0.3064 -1.2612 -0.46
S -0.1206 1.3663 -1.2304 0.60
S -1.9437 0.8693 0.2561 0.51
O -1.8711 1.8016 1.3983 -0.55
O -1.9722 -0.5654 0.5408 -0.54
H 0.0074 -1.6395 -0.2966 0.02
```

=====

# 2
4 unconnected molecules or ions with the total composition C23H41Cl2F3N3O9S3 at a distorted geometry. Source: OMol25; level of theory: wB97M-V/def2-TZVPD.

HOMO-LUMO gap   7.72 eV
HOMO level   -11.75 eV
Total charge   +1
Maximum force   0.05130 hartree/bohr
Energy above the lowest of the compared OMol25 structures with the same formula, charge and spin   0.000 eV

```
84
Properties=species:S:1:pos:R:3:lowdin_charge:R:1
C -6.1355 -3.4186 -3.9732 -0.09
C -4.8636 -3.0647 -3.1856 -0.68
Cl -4.5214 -4.2492 -1.8731 0.63
C -4.7635 -1.5692 -2.7327 -0.60
Cl -3.6828 -1.3729 -1.2852 0.66
N -6.0093 -0.8039 -2.6552 0.01
C -5.6500 0.5451 -2.6018 -0.38
N -5.1794 1.2865 -3.5909 0.26
N -5.9122 0.9600 -1.3581 0.17
C -7.2608 0.3353 -1.0514 -0.18
C -8.2882 1.3506 -1.5756 -0.01
C -7.1745 -1.0693 -1.7795 -0.15
C -8.3720 -1.2703 -2.7557 -0.15
C -8.4115 -0.5774 -3.9590 -0.08
C -9.4321 -0.7669 -4.8577 -0.06
C -10.4713 -1.6374 -4.5965 -0.06
C -10.4504 -2.3365 -3.4138 -0.05
C -9.4142 -2.1470 -2.5211 -0.02
C -7.1671 -2.0790 -0.6134 -0.56
F -6.1892 -1.8939 0.2675 0.15
F -8.3209 -1.8407 0.0828 0.13
F -7.2580 -3.3532 -0.9857 0.14
H -5.8300 -4.0785 -4.7958 0.09
H -6.5484 -2.5337 -4.4708 0.08
H -6.8808 -3.9759 -3.4037 0.08
H -4.0304 -3.2253 -3.8745 0.10
H -4.1696 -1.0845 -3.5127 0.11
H -4.4617 1.9697 -3.3807 0.15
H -5.5348 1.2650 -4.5359 0.14
H -5.8442 1.9516 -1.1528 0.16
H -7.2709 0.3531 0.0394 0.16
H -8.1948 1.5764 -2.6402 0.08
H -8.0863 2.2968 -1.0487 0.10
H -9.3187 1.0932 -1.3101 0.11
H -7.6448 0.1268 -4.2677 0.10
H -9.3942 -0.2173 -5.7961 0.12
H -11.2931 -1.7826 -5.2917 0.12
H -11.2359 -3.0420 -3.1579 0.12
H -9.4489 -2.7507 -1.6202 0.12
O 0.8999 -0.6025 1.8869 -0.29
S 0.9753 -1.9472 2.3800 0.57
O 1.0448 -3.0556 1.4798 -0.27
O -0.2322 -2.1864 3.3969 -0.26
C -1.5585 -1.8767 2.9464 -0.26
C -2.1221 -2.9612 2.0481 -0.08
C 2.2816 -2.0668 3.5496 -0.11
H -1.5730 -0.9039 2.4502 0.11
H -2.1719 -1.7900 3.8423 0.12
H -1.5853 -3.0037 1.0997 0.07
H -3.1754 -2.7696 1.8339 0.07
H -2.0272 -3.9402 2.5175 0.09
H 2.1857 -1.2554 4.2667 0.08
H 3.2209 -1.9778 3.0066 0.07
H 2.2261 -3.0325 4.0452 0.08
O 5.0743 1.9583 3.7696 -0.27
S 5.5653 0.7806 3.1232 0.57
O 5.5593 -0.4911 3.7830 -0.29
O 7.0226 1.0668 2.5609 -0.26
C 8.0162 1.5842 3.4734 -0.24
C 8.5891 0.4942 4.3571 -0.07
C 4.7610 0.6068 1.5637 -0.12
H 7.6016 2.3990 4.0693 0.12
H 8.8103 2.0038 2.8599 0.09
H 7.8408 0.1188 5.0559 0.07
H 9.4302 0.8787 4.9342 0.08
H 8.9248 -0.3517 3.7565 0.09
H 4.8170 1.5540 1.0342 0.08
H 3.7212 0.3435 1.7547 0.06
H 5.2520 -0.1839 1.0016 0.08
O 11.0424 2.7346 2.3687 -0.28
S 11.9059 3.8763 2.2980 0.57
O 11.4159 5.1879 2.5801 -0.27
O 12.6328 3.8838 0.8813 -0.26
C 11.8164 3.7949 -0.3009 -0.25
C 11.1715 5.1227 -0.6473 -0.07
C 13.3399 3.5811 3.2762 -0.12
H 11.0683 3.0083 -0.1871 0.11
H 12.4834 3.4916 -1.1064 0.12
H 10.4261 5.4039 0.0966 0.07
H 10.6773 5.0627 -1.6175 0.08
H 11.9173 5.9173 -0.6757 0.09
H 13.7464 2.6066 3.0178 0.08
H 13.0340 3.5972 4.3202 0.08
H 14.0634 4.3690 3.0842 0.08
```

=====

# 3
2 unconnected molecules or ions with the total composition BrClH4Si2 at a distorted geometry. Source: OMol25; level of theory: wB97M-V/def2-TZVPD.

HOMO-LUMO gap   7.73 eV
HOMO level   -8.87 eV
Total charge   0
Maximum force   0.04499 hartree/bohr
Energy above the lowest of the compared OMol25 structures with the same formula, charge and spin   2.232 eV

```
8
Properties=species:S:1:pos:R:3:lowdin_charge:R:1
Si -1.1141 0.5773 0.8104 0.13
Si 1.7072 -1.8117 -1.7675 0.20
Cl -0.4950 1.0211 2.6393 0.21
Br 3.0244 -0.0467 -1.6291 0.08
H 0.0850 0.5625 -0.0039 -0.14
H -1.6840 -0.7273 0.9859 -0.10
H -1.8655 1.6636 0.4206 -0.13
H 0.3420 -1.2388 -1.4556 -0.26
```

=====

Question: Which formula does entry 3 have?
Answer: BrClH4Si2